## A
A 9-piece molecular cluster, C57H127N5O9 overall, computed with the ωB97M-V functional and the def2-TZVPD basis.

Properties
LUMO: 0.3 eV
gap between HOMO and LUMO: 8.30 eV
M: 1026.7 Da
highest occupied orbital energy: -0.2947 hartree
total charge: 0

Structure (XYZ):
```
198
Properties=species:S:1:pos:R:3:mulliken_charge:R:1
C -12.27260 -15.19611 0.95741 -1.699
C -11.07599 -14.26359 0.71564 2.105
C -10.17083 -14.47604 1.93422 -2.008
C -10.29264 -14.76292 -0.47498 -1.598
C -11.07360 -14.53614 -1.77819 0.817
C -11.18206 -12.99379 -1.84568 -0.682
C -11.98694 -12.37363 -0.68914 1.906
C -11.94188 -10.85662 -0.81513 -1.854
C -13.47687 -12.76170 -0.88334 -1.783
N -11.36331 -12.82722 0.57798 0.178
O -12.08300 -12.32277 1.68814 -0.492
H -12.11532 -16.13543 1.48864 0.412
H -12.98100 -14.69368 1.63212 0.385
H -12.89240 -15.47512 0.10317 0.122
H -10.06713 -15.51972 2.22304 0.407
H -9.19043 -13.99801 1.86836 0.312
H -10.58605 -13.98749 2.82391 0.451
H -9.34357 -14.25004 -0.65660 0.281
H -10.03800 -15.82268 -0.38385 0.611
H -10.53773 -14.96086 -2.62372 -0.505
H -12.05236 -15.01529 -1.74682 -0.124
H -11.72389 -12.85211 -2.78785 0.470
H -10.17737 -12.58598 -1.95922 -0.186
H -12.23111 -10.52766 -1.81766 0.354
H -10.92907 -10.48084 -0.66126 0.247
H -12.68138 -10.35348 -0.19110 0.404
H -13.63308 -13.84065 -0.96974 0.264
H -13.86088 -12.44357 -1.85384 0.452
H -14.11944 -12.38919 -0.08432 0.487
H -12.99365 -12.63367 1.54070 0.396
C -2.92142 -8.93946 -11.64862 -1.974
C -4.15860 -8.54541 -10.84517 1.656
C -5.05307 -7.64762 -11.73519 -1.595
C -4.95270 -9.87279 -10.59246 -1.183
C -5.86887 -9.89331 -9.37626 1.945
C -5.10757 -9.30823 -8.19228 0.244
C -4.68053 -7.83008 -8.43748 2.079
C -5.90193 -6.96762 -8.56415 -1.905
C -3.91457 -7.48595 -7.14608 -1.866
N -3.75225 -7.92818 -9.59636 0.708
O -3.08823 -6.68810 -9.79105 -0.590
H -2.18894 -9.48557 -11.04889 0.412
H -3.10017 -9.62463 -12.48045 0.356
H -2.40064 -8.06773 -12.04978 0.407
H -5.66837 -8.16320 -12.47240 0.352
H -5.76754 -7.05579 -11.16187 0.287
H -4.40275 -6.93891 -12.25266 0.365
H -5.49746 -10.17160 -11.49020 0.660
H -4.22818 -10.68997 -10.48872 -0.121
H -6.77474 -9.29616 -9.51005 -0.626
H -6.18754 -10.89724 -9.09013 -0.743
H -4.21994 -9.89447 -7.96825 -1.147
H -5.80696 -9.30829 -7.35000 0.594
H -6.51363 -6.93392 -7.65973 0.231
H -6.62593 -7.20148 -9.34751 -0.019
H -5.63448 -5.93034 -8.79524 0.448
H -3.55278 -6.45478 -7.17942 0.446
H -3.08565 -8.19273 -7.10722 0.327
H -4.57022 -7.52775 -6.27954 0.347
H -2.22086 -6.84840 -9.40212 0.352
C -10.86068 -9.06962 -10.38117 -1.637
C -11.43631 -7.76555 -9.76490 1.624
C -11.92143 -6.76246 -10.83805 -2.034
C -12.74795 -8.17534 -9.00915 -1.429
C -12.48283 -8.76667 -7.65287 -0.297
C -11.52570 -7.91183 -6.82192 -1.412
C -10.21701 -7.57763 -7.50685 2.449
C -9.50748 -6.46163 -6.78052 -2.099
C -9.26394 -8.78718 -7.54834 -0.460
N -10.48684 -7.07983 -8.89072 0.140
O -9.35000 -6.69065 -9.61344 -0.457
H -9.85226 -8.88010 -10.77290 0.536
H -11.30655 -9.50243 -11.27950 0.455
H -10.80297 -9.85104 -9.62775 0.207
H -11.89806 -5.75150 -10.43332 0.427
H -12.95071 -7.02113 -11.07664 0.436
H -11.27640 -6.75057 -11.71720 0.365
H -13.41082 -7.30992 -8.98328 0.484
H -13.26025 -8.98235 -9.53996 0.446
H -12.04715 -9.76790 -7.75002 -0.065
H -13.39261 -8.93951 -7.07230 0.445
H -11.26151 -8.46393 -5.91478 0.480
H -12.07049 -7.02700 -6.48276 0.310
H -8.52279 -6.23334 -7.18971 0.279
H -10.13975 -5.57503 -6.84846 0.506
H -9.31416 -6.70642 -5.73333 0.403
H -9.67538 -9.76945 -7.76851 -0.891
H -8.36864 -8.59433 -8.14327 -0.469
H -8.85484 -8.88100 -6.53290 0.684
H -9.02860 -7.51970 -10.00720 0.331
C -7.86654 -14.10498 -3.68009 -1.819
C -8.53091 -14.14602 -5.06503 2.367
C -9.48025 -15.36245 -5.15267 -2.174
C -9.30383 -12.81693 -5.30814 -0.577
C -9.50782 -12.57316 -6.78428 -0.601
C -8.23387 -12.58137 -7.60019 -0.880
C -7.48546 -13.92020 -7.44690 2.178
C -8.16820 -15.05307 -8.25966 -0.966
C -6.01807 -13.75039 -7.83616 -2.711
N -7.39680 -14.28870 -6.01278 0.495
O -6.64628 -15.44123 -5.78141 0.365
H -7.35194 -15.05275 -3.51048 -0.031
H -7.05261 -13.37976 -3.59533 0.375
H -8.56165 -13.88201 -2.87125 -0.043
H -9.11243 -16.31703 -4.77519 0.170
H -10.44411 -15.18843 -4.67099 0.383
H -9.67406 -15.55112 -6.21040 0.658
H -10.28783 -13.10667 -4.92954 -0.063
H -8.92920 -11.97250 -4.73335 0.282
H -10.21987 -13.30435 -7.18598 0.308
H -10.05819 -11.64719 -6.98633 -0.117
H -7.62367 -11.73880 -7.25699 -0.124
H -8.40530 -12.41040 -8.66506 0.610
H -9.22544 -14.82197 -8.40500 0.361
H -8.13529 -16.00039 -7.72899 -0.370
H -7.70059 -15.19683 -9.23450 0.504
H -5.51000 -14.71245 -7.81743 0.466
H -5.55304 -13.11046 -7.08422 0.246
H -5.93363 -13.27022 -8.81462 0.775
H -5.78814 -15.10412 -5.43276 -0.011
C -2.22921 -15.34781 -8.24744 -1.411
C -0.82069 -14.80084 -8.60783 1.650
C 0.18577 -15.93740 -8.39442 -2.110
C -0.76314 -14.50180 -10.11038 -1.341
C -1.46727 -13.19153 -10.49478 -0.555
C -0.85978 -12.02188 -9.67232 -0.774
C -0.98882 -12.31582 -8.18649 1.657
C -0.16212 -11.23917 -7.45928 -1.953
C -2.44809 -12.14336 -7.69386 -1.047
N -0.42364 -13.61364 -7.88219 0.386
O -0.26441 -13.86977 -6.49332 -0.472
H -2.97546 -14.55856 -8.32049 0.085
H -2.50425 -16.27447 -8.74910 0.534
H -2.25648 -15.67774 -7.19848 0.444
H 0.36603 -16.36066 -7.40252 0.266
H -0.03975 -16.81293 -9.00634 0.395
H 1.16979 -15.54492 -8.66725 0.478
H 0.23952 -14.35020 -10.51798 0.338
H -1.21463 -15.40593 -10.52502 0.584
H -1.39533 -13.01761 -11.57015 0.608
H -2.53600 -13.37123 -10.33806 -0.033
H -1.47948 -11.16251 -9.93473 -0.450
H 0.15520 -11.76016 -9.96778 0.635
H -0.45936 -10.25061 -7.81788 0.358
H 0.90467 -11.31014 -7.67213 0.456
H -0.38844 -11.29747 -6.39519 0.419
H -2.72889 -11.13101 -7.39820 0.532
H -2.73243 -12.76340 -6.84146 -0.231
H -3.14625 -12.35865 -8.50857 -0.083
H -1.03442 -14.41823 -6.26731 0.379
C -11.83340 -18.43341 -4.35916 -0.718
C -13.15340 -17.78848 -3.94893 1.001
C -13.79229 -16.96177 -5.07404 -1.306
O -14.10634 -18.80705 -3.68442 -0.588
H -11.88006 -18.90088 -5.34614 0.340
H -11.52994 -19.20658 -3.65075 0.426
H -11.00080 -17.73545 -4.47190 -0.197
H -13.02045 -17.15520 -3.06398 -0.167
H -13.17042 -16.10825 -5.33969 0.263
H -14.81566 -16.65976 -4.86097 0.369
H -13.87386 -17.67199 -5.90052 0.373
H -13.73274 -19.56773 -3.23361 0.320
C -4.54520 -16.67457 -3.46883 -1.499
C -3.96409 -15.27091 -3.45135 0.758
C -2.43279 -15.19482 -3.37832 -1.530
O -4.40518 -14.50701 -4.59628 -0.158
H -5.59351 -16.69485 -3.17921 0.224
H -4.04520 -17.29560 -2.72239 0.526
H -4.33947 -17.11987 -4.44469 0.280
H -4.31993 -14.83339 -2.51141 0.285
H -2.11729 -15.11167 -2.33732 0.375
H -2.05369 -14.25421 -3.78630 0.384
H -2.00684 -16.01816 -3.95162 0.351
H -4.19184 -13.59473 -4.37407 0.058
C -6.77163 -9.89035 -2.40951 -1.231
C -6.55831 -9.58830 -0.93915 0.540
C -7.32908 -10.51424 -0.02192 -0.658
O -5.13989 -9.73469 -0.72423 -0.586
H -6.24144 -10.81328 -2.65690 0.201
H -6.52724 -9.13962 -3.16218 0.414
H -7.81877 -10.09393 -2.65873 0.257
H -6.82235 -8.56247 -0.66006 0.281
H -6.72807 -11.37033 0.28234 0.333
H -8.15644 -10.96558 -0.58476 -0.225
H -7.85033 -10.02627 0.80048 0.364
H -4.91033 -9.28137 0.09245 0.319
C -7.56144 -18.91434 -4.96850 -0.680
C -7.31958 -19.48092 -6.36297 0.692
C -7.50791 -20.96775 -6.58074 -1.524
O -8.31862 -18.85819 -7.22645 -0.681
H -8.50841 -19.25569 -4.55102 0.201
H -7.51480 -17.82592 -4.95842 0.017
H -6.73431 -19.29104 -4.35409 0.352
H -6.35242 -19.12300 -6.72798 0.133
H -6.95052 -21.55720 -5.85123 0.372
H -7.08410 -21.20212 -7.56009 0.382
H -8.54334 -21.29694 -6.63906 0.332
H -8.11885 -17.91580 -7.20374 0.091
```

***

## B
A 9-piece molecular cluster, C57H127N5O9 overall, computed with the ωB97M-V functional and the def2-TZVPD basis.

Properties
LUMO: 0.5 eV
gap between HOMO and LUMO: 8.26 eV
M: 1026.7 Da
highest occupied orbital energy: -0.2867 hartree
total charge: 0

Structure (XYZ):
```
198
Properties=species:S:1:pos:R:3:mulliken_charge:R:1
C 1.77125 -2.57202 4.26303 -1.918
C 3.24811 -2.21700 4.62972 1.952
C 3.76958 -1.09109 3.73035 -1.570
C 3.08067 -1.77924 6.14479 -1.063
C 4.33094 -1.93028 7.00723 -1.063
C 4.98401 -3.31503 6.83827 -1.282
C 5.16433 -3.78398 5.36806 1.722
C 6.32890 -2.96179 4.85939 -1.858
C 5.40053 -5.20802 5.47681 -2.090
N 3.96398 -3.50482 4.56134 0.478
O 3.94733 -4.07575 3.29427 -0.401
H 1.45280 -3.44742 4.82904 0.599
H 1.05633 -1.77170 4.45400 0.045
H 1.62958 -2.83277 3.21421 0.357
H 3.87199 -1.42422 2.69758 0.296
H 3.05956 -0.26856 3.64423 0.294
H 4.77059 -0.74954 3.99385 0.324
H 2.87975 -0.70833 6.11510 0.356
H 2.21651 -2.22247 6.63965 0.485
H 5.04292 -1.12036 6.84846 0.392
H 4.02659 -1.81282 8.04727 0.399
H 4.42333 -3.99910 7.47528 0.451
H 5.92815 -3.17217 7.36391 0.497
H 6.38809 -1.94289 5.24205 0.296
H 6.30806 -2.95196 3.76963 0.283
H 7.19396 -3.57225 5.11840 0.538
H 4.51804 -5.84293 5.55553 0.445
H 5.96492 -5.51385 6.35774 0.441
H 5.90124 -5.70992 4.64887 0.375
H 3.13109 -4.57375 3.37991 0.336
C -1.32137 0.09317 5.24319 -1.154
C -2.15685 0.11089 6.57280 1.730
C -1.86672 -1.08710 7.51660 -2.007
C -1.75946 1.36823 7.40043 -1.500
C -2.33407 2.67964 6.83173 -0.603
C -3.89022 2.68356 6.72074 -1.436
C -4.43507 1.39656 5.94544 1.651
C -5.91292 1.21617 6.40824 -2.017
C -4.52730 1.70015 4.39258 -1.812
N -3.61268 0.17179 6.24293 0.413
O -4.09113 -0.99809 5.71222 -0.431
H -1.91611 0.59593 4.48056 -0.138
H -0.41947 0.69085 5.37523 0.371
H -0.97268 -0.81778 4.75668 0.188
H -0.83131 -1.14703 7.85191 0.322
H -2.41880 -1.19746 8.44995 0.390
H -2.04710 -1.96565 6.89716 0.515
H -2.03601 1.22701 8.44527 0.441
H -0.67290 1.28213 7.39295 0.567
H -2.03881 3.40283 7.59193 0.427
H -1.95688 2.95834 5.84778 0.238
H -4.16703 3.58273 6.17031 0.399
H -4.47972 2.84770 7.62276 0.474
H -6.49457 2.13724 6.44596 0.434
H -6.05337 0.75789 7.38720 0.435
H -6.42324 0.58093 5.68425 0.456
H -4.52119 0.75142 3.85593 0.349
H -3.66140 2.31006 4.13505 0.314
H -5.47809 2.14076 4.09267 0.477
H -4.45871 -1.42289 6.49070 0.356
C 0.50482 4.49703 -5.41461 -0.953
C -0.61999 4.62897 -6.47822 1.526
C 0.04891 4.41358 -7.83450 -2.022
C -1.68335 3.50372 -6.35652 -1.095
C -2.73808 3.78471 -5.26364 0.387
C -3.33426 5.19149 -5.49688 -1.648
C -2.23440 6.34644 -5.47083 1.983
C -2.97641 7.63671 -5.89621 -2.179
C -1.61415 6.55611 -4.07696 -1.585
N -1.21685 6.01557 -6.45147 0.130
O -0.33940 7.09004 -6.78731 -0.439
H 0.90026 5.48573 -5.18179 0.137
H 0.21493 4.07836 -4.45088 -0.093
H 1.33834 3.94060 -5.84325 0.365
H 0.77580 5.09912 -8.27012 0.340
H 0.27076 3.36444 -8.02993 0.369
H -0.75565 4.65683 -8.52849 0.559
H -2.20840 3.41407 -7.30751 0.486
H -1.20474 2.55035 -6.13265 0.159
H -3.51243 3.03278 -5.41553 0.577
H -2.30137 3.64124 -4.27531 -0.459
H -4.09291 5.27012 -4.71819 0.486
H -4.02188 5.16118 -6.34208 0.426
H -3.27278 7.52573 -6.93926 0.496
H -2.31172 8.49910 -5.84550 0.374
H -3.83902 8.05044 -5.37389 0.335
H -2.32818 6.68403 -3.26340 0.471
H -0.79439 7.27450 -4.08152 0.508
H -1.10464 5.65714 -3.73004 0.036
H 0.42174 6.95518 -6.21804 0.407
C 1.19723 1.23500 1.17989 -1.609
C -0.02513 0.35783 0.85842 2.704
C 0.25740 -1.02106 1.39303 -0.296
C -1.21336 0.89631 1.67278 -1.544
C -2.17920 1.93600 1.07835 -0.345
C -2.49110 1.43828 -0.32062 -1.804
C -1.31549 1.09651 -1.25686 1.517
C -1.91279 0.37954 -2.52453 -1.284
C -0.68519 2.47623 -1.61860 -1.142
N -0.44351 0.18383 -0.56707 0.373
O 0.58845 -0.39562 -1.38025 1.403
H 1.05543 2.27235 0.87676 -0.002
H 1.38334 1.20391 2.25343 0.319
H 2.11676 0.91159 0.69208 0.221
H -0.45488 -1.67871 0.89479 -0.211
H 1.22062 -1.43608 1.09628 0.291
H 0.11395 -1.14034 2.46695 -0.893
H -1.88390 0.08369 1.95232 0.208
H -0.85305 1.25455 2.63711 0.549
H -3.13218 1.94412 1.60737 0.146
H -1.68194 2.90593 1.08783 0.176
H -3.10655 2.13085 -0.89478 0.724
H -3.12304 0.56819 -0.14261 0.142
H -2.36877 -0.54584 -2.17261 -0.029
H -1.08142 0.16726 -3.19673 -0.199
H -2.66556 0.96036 -3.05751 0.461
H -1.39099 3.09831 -2.16902 0.575
H 0.18651 2.30127 -2.24917 0.210
H -0.24918 2.98184 -0.75699 -0.431
H 0.28273 -1.26381 -1.65300 -0.256
C -2.68422 -3.90019 -3.01571 -1.737
C -1.37017 -4.59098 -3.24146 1.583
C -1.58933 -6.02347 -3.97887 -1.827
C -0.51916 -3.64219 -4.19142 -1.258
C 0.97687 -3.88775 -4.16259 -1.025
C 1.49063 -3.97095 -2.68473 0.109
C 0.77798 -5.01258 -1.77497 1.378
C 1.39784 -6.38055 -2.24356 -1.590
C 1.19261 -4.57410 -0.34709 -1.736
N -0.69218 -4.90313 -1.94690 1.374
O -1.40480 -5.73707 -1.09888 -0.601
H -2.63198 -2.97142 -2.44760 -0.025
H -3.06554 -3.66800 -4.01009 0.543
H -3.42114 -4.54112 -2.53171 0.329
H -1.89686 -6.81805 -3.29903 0.357
H -2.29933 -6.07538 -4.80428 0.411
H -0.66364 -6.38639 -4.42549 0.395
H -0.97657 -3.82729 -5.16334 0.575
H -0.77569 -2.58441 -4.13331 0.151
H 1.19922 -4.87102 -4.57713 0.586
H 1.36640 -3.08366 -4.78692 0.297
H 1.24188 -2.96289 -2.35306 -1.445
H 2.57820 -3.92007 -2.63282 0.766
H 2.46344 -6.26704 -2.44285 0.301
H 0.87794 -6.76532 -3.12092 0.241
H 1.17136 -7.01469 -1.38643 0.441
H 1.01622 -5.31556 0.43215 0.519
H 0.79197 -3.64325 0.05429 -0.109
H 2.27147 -4.42031 -0.32445 0.590
H -1.72213 -5.07751 -0.47768 0.264
C -4.18095 -2.51743 0.58795 -1.018
C -3.79708 -3.87745 1.19929 0.770
C -4.42263 -5.08161 0.51671 -1.410
O -2.43187 -3.94405 1.06055 -0.459
H -5.25225 -2.37989 0.44129 0.554
H -3.85086 -2.43392 -0.44750 0.006
H -3.82120 -1.66344 1.16189 0.190
H -4.09979 -4.03704 2.23417 0.169
H -4.10021 -5.06588 -0.52440 0.205
H -5.49638 -4.94212 0.64206 0.469
H -4.14713 -6.01256 1.01222 0.359
H -2.22877 -3.02156 1.23192 0.169
C 3.18248 0.01946 -6.58126 -1.784
C 2.42123 0.83627 -5.49384 1.003
C 1.09538 0.13165 -5.05920 0.460
O 3.22870 0.93174 -4.35109 -0.573
H 4.03496 0.58623 -6.95561 0.465
H 2.55519 -0.07632 -7.46750 0.428
H 3.55148 -0.95062 -6.24825 0.273
H 2.25725 1.82205 -5.92910 0.045
H 1.45090 -0.75386 -4.53235 -0.623
H 0.50174 -0.11256 -5.94013 0.554
H 0.46503 0.72739 -4.39900 -0.653
H 3.28724 0.13534 -3.81824 0.349
C -0.01958 7.20929 -1.09560 -1.498
C 0.00674 5.96325 -0.18190 1.348
C 1.43975 5.58743 0.33107 -1.322
O -0.83208 6.30020 0.85058 -0.592
H 0.59185 7.12503 -1.99402 0.306
H 0.46728 8.02160 -0.55594 0.425
H -1.00004 7.64319 -1.29186 0.393
H -0.39696 5.14309 -0.77558 -0.269
H 1.87518 6.34513 0.98254 0.428
H 2.13416 5.33001 -0.46870 0.344
H 1.34252 4.74429 1.01500 0.243
H -1.68778 6.43144 0.43566 0.370
C 5.87095 -1.06340 -2.98017 -1.711
C 4.69909 -1.82090 -2.36436 1.075
C 4.88972 -2.01458 -0.87955 -1.599
O 3.44426 -1.10114 -2.53601 0.050
H 6.81518 -1.60790 -2.97277 0.417
H 6.12101 -0.11187 -2.51096 0.359
H 5.60182 -0.82760 -4.00976 0.359
H 4.55143 -2.77709 -2.86633 0.173
H 5.75560 -2.64709 -0.68389 0.625
H 4.08015 -2.62486 -0.47922 0.217
H 4.97112 -1.05670 -0.36582 0.342
H 3.06117 -0.95585 -1.66782 -0.314
```

***

Most stable structure - A; separation to the second - 0.1047 hartree.